Entry 1:
Molecular formula: C16H26N6O6Ti
Method: DFT, ωB97M-V/def2-TZVPD

The geometry in XYZ format:
```
55
Properties=species:S:1:pos:R:3:forces:R:3
O -0.8244 -0.3959 -3.7083 0.062 1.721 1.739
H -0.3289 0.1020 -4.3804 -0.204 -0.086 0.326
Ti 0.4401 -0.2214 -0.6954 1.971 -1.589 2.081
N 0.1414 1.5664 0.3001 1.993 1.340 -0.191
N 2.1170 0.9057 -1.2979 0.364 2.223 0.817
N -0.9628 -1.0092 0.5995 -0.184 -1.326 -0.689
N 0.0607 -2.1015 -1.4855 -0.745 -0.410 1.452
O -0.8522 1.9050 1.1058 -0.562 -0.151 0.680
O -1.6049 -0.3832 1.6120 0.095 0.525 0.245
O 0.2633 -2.5586 -2.7779 -0.179 0.459 -0.975
O 3.0165 0.5579 -2.1377 -0.055 -0.319 -0.168
C 2.2919 2.0455 -0.5617 0.405 -1.796 -1.289
C 1.2761 2.3259 0.3794 -2.230 -1.167 0.206
C -1.1594 -2.3494 0.4952 0.567 1.340 0.130
C -0.5535 -2.9551 -0.6333 0.384 0.866 -0.971
C 1.3992 3.3040 1.4899 0.083 0.551 0.003
H 1.6483 2.7793 2.4256 -0.167 0.091 -0.211
H 0.4588 3.8453 1.6364 0.200 -0.179 0.025
H 2.1999 4.0187 1.2859 -0.153 -0.084 0.132
C 3.5397 2.8271 -0.7546 0.128 0.265 0.119
H 3.6875 3.0530 -1.8185 0.023 -0.150 0.225
H 4.4136 2.2589 -0.4049 -0.127 0.096 -0.180
H 3.4883 3.7653 -0.1974 0.130 -0.127 -0.153
C -1.9639 -3.0948 1.4937 -0.143 -0.380 0.250
C -0.6480 -4.4079 -0.9145 -0.241 -0.475 0.010
H -2.4486 -2.3980 2.1806 0.101 -0.167 -0.146
H -1.3329 -3.7833 2.0721 -0.116 0.115 -0.042
H -2.7266 -3.7040 0.9923 0.092 0.101 0.125
H -0.0829 -4.6756 -1.8120 -0.184 0.119 0.214
H -1.7010 -4.6946 -1.0537 0.269 -0.085 -0.011
H -0.2591 -4.9813 -0.0603 -0.133 0.085 -0.189
H -1.3347 0.6657 1.4577 -0.234 -0.440 0.085
H -0.1236 -1.7852 -3.3265 0.667 -1.248 0.734
C -0.7915 0.4335 -2.4022 -1.287 -0.133 -3.298
H 0.2238 0.8938 -2.2965 -0.616 -0.137 -0.139
H -1.1864 -0.2844 -1.6418 -0.253 0.507 -0.710
H -1.5326 1.2384 -2.4643 0.294 -0.122 -0.158
O -3.6282 2.5998 0.1743 0.274 -0.594 0.427
H -4.2263 1.9010 0.4895 0.354 0.385 -0.150
H -2.7584 2.3807 0.5818 -0.425 0.176 -0.353
N 3.9404 -2.3286 0.7552 0.373 -0.324 0.018
C 3.0353 -1.9014 -0.1573 -0.557 0.766 1.405
N 2.0950 -1.1801 0.4432 -0.014 -0.078 -0.677
C 2.3963 -1.1272 1.8055 0.128 -0.067 -0.433
C 1.7605 -0.4727 2.8599 0.071 -0.040 0.301
C 2.3236 -0.6075 4.1370 -0.272 0.037 -0.653
C 3.4869 -1.3723 4.3391 0.368 -0.333 -0.508
C 4.1347 -2.0115 3.2670 -0.171 0.185 0.633
C 3.5595 -1.8590 2.0159 0.333 -0.246 -0.346
H 4.7581 -2.8909 0.5419 -0.365 0.262 0.130
H 3.1117 -2.0848 -1.2223 -0.097 0.042 0.180
H 0.8608 0.1045 2.6483 0.127 -0.086 0.285
H 1.8488 -0.1164 4.9878 0.149 -0.152 -0.273
H 3.8888 -1.4658 5.3482 -0.060 0.007 -0.310
H 5.0392 -2.6115 3.3722 -0.234 0.230 0.243
```
Forces are in eV/Å.

Its spin multiplicity is 3. For the total energy, the calculation gives -61349.475 eV. As for the net charge: 0. The value obtained for the HOMO-LUMO gap (alpha / beta) is 6.6 / 6.8 eV. For the relative energy (zero: lowest compared OMol25 entry of this formula, charge and spin), the calculation gives 0.0 kJ/mol. The HOMO energy (alpha / beta) comes out at -6.4 / -7.1 eV.

***

Entry 2:
Molecular formula: C5H10O2
Method: DFT, ωB97M-V/def2-TZVPD

The geometry in XYZ format:
```
17
Properties=species:S:1:pos:R:3:forces:R:3
C -0.9708 -1.4248 -1.2207 -0.060 -0.131 -0.203
C 0.1404 -0.8546 -0.3664 -0.259 -0.093 0.019
O 0.9595 0.0289 -1.1140 -0.012 0.002 -0.116
C 1.2016 1.2181 -0.3676 0.015 0.207 0.121
C -0.0463 1.4185 0.4848 -0.130 0.065 -0.040
C -0.5801 0.0118 0.6687 -0.821 0.088 -0.308
O -1.5307 -0.3367 1.3345 0.047 0.325 -0.732
H -0.5763 -1.9870 -2.0650 -0.019 -0.037 0.005
H -1.5855 -0.5983 -1.5921 0.044 -0.188 -0.072
H -1.5975 -2.0612 -0.5900 0.074 0.018 -0.177
H 0.7597 -1.6536 0.0746 -0.256 0.253 0.118
H 1.3725 2.0284 -1.0831 -0.025 -0.167 0.132
H 2.1065 1.1163 0.2534 -0.192 -0.046 -0.072
H 0.0962 1.9878 1.4067 -0.100 -0.246 -0.096
H -0.8521 1.8818 -0.0936 0.142 0.283 -0.046
H 0.8577 -0.3564 2.1003 0.463 -0.213 0.778
H 0.1570 -0.4884 2.3185 1.089 -0.119 0.691
```
Forces are in eV/Å.

Its spin multiplicity is 1. For the total energy, the calculation gives -9440.129 eV. Its SMILES is C[C@H]1OCCC1=O.[H][H]. As for the net charge: 0. The value obtained for the HOMO-LUMO gap is 10.5 eV. For the relative energy (zero: lowest compared OMol25 entry of this formula, charge and spin), the calculation gives 281.2 kJ/mol. The HOMO energy comes out at -9.6 eV.